Formula: C3H5N3
Source: the OMol25 dataset
Level of theory: the ωB97M-V functional and the def2-TZVPD basis

XYZ file:
```
11
Properties=species:S:1:pos:R:3:forces:R:3
C 0.4272 1.0314 0.8814 -0.0093 0.0481 -0.0874
N -0.1895 -0.1015 0.2061 -0.1204 -0.1244 -0.3213
C 0.2791 -1.3741 0.0512 0.0974 -0.1160 -0.1021
N -0.0737 -1.8665 -1.1040 0.1285 -0.0877 0.3103
N -0.7767 -0.8888 -1.7690 -0.3208 0.0533 0.1640
C -0.8343 0.1364 -0.9743 -0.3803 -0.2967 -0.0788
H -0.3097 1.6055 1.4520 0.1172 -0.0770 -0.1896
H 0.8051 1.6001 0.0193 0.3839 0.4255 0.9917
H 1.2169 0.7068 1.5668 -0.1184 0.0683 -0.3468
H 0.8382 -1.9024 0.8119 0.0056 0.1222 -0.1343
H -1.3826 1.0531 -1.1413 0.2167 -0.0157 -0.2056
```
Positions in Å, forces in eV/Å.

**SMILES**: Cn1cnnc1
**Largest force on an atom**: 1.15 eV Å⁻¹
**Energy above the lowest of the compared OMol25 structures with the same formula, charge and spin**: 26.3 kcal per mole
**E**: -281.5481 hartree



Formula: C6H14FLiNO
Source: the OMol25 dataset
Level of theory: the ωB97M-V functional and the def2-TZVPD basis

XYZ file:
```
24
Properties=species:S:1:pos:R:3:forces:R:3
N 2.7969 -1.4171 0.4905 -0.4154 0.1505 -0.3773
C 1.6381 -0.7878 -0.1590 1.3861 0.1443 0.1630
C 1.8039 0.7626 -0.2876 -0.3755 -0.8293 -0.6135
O 0.5787 1.3619 -0.5298 -0.0740 -0.0760 -0.0604
C -0.2238 1.6197 0.6464 0.1485 0.5223 -0.3329
C -1.6525 1.2634 0.3567 0.2657 -0.6151 0.4374
C -2.0051 -0.2085 0.6041 -0.4114 0.0647 -0.4184
C -2.5170 -0.9517 -0.6141 0.1387 0.3615 0.0789
F -1.5211 -1.7957 -1.1100 0.1559 -0.1088 -0.1524
H 2.4710 -2.2489 0.9666 0.2384 -0.0585 0.0954
H 3.5006 -1.7197 -0.1719 0.1481 -0.0595 0.1471
H 1.3836 -1.2864 -1.1309 -0.4006 0.1397 0.2914
H 0.7952 -0.9709 0.4738 -0.6226 0.0407 0.0683
H 2.4151 1.0142 -1.1883 0.1750 1.0604 0.9185
H 2.3595 1.1735 0.5444 0.1335 -0.0556 0.3599
H -0.1516 2.6803 0.8478 0.1539 0.3442 0.0381
H 0.1764 1.1050 1.5130 0.1007 -0.3191 0.1568
H -1.8509 1.5380 -0.6667 -0.1614 0.2058 -0.3889
H -2.2747 1.8744 0.9881 -0.2759 0.3666 0.1810
H -1.1731 -0.7787 0.9932 0.2593 -0.1132 0.2116
H -2.7789 -0.2617 1.3526 -0.2160 0.0004 0.4037
H -3.3962 -1.5337 -0.3941 -0.1494 -0.5030 0.0623
H -2.7713 -0.2495 -1.3965 -0.0677 0.0906 -0.3646
Li 2.3971 -0.1830 -2.1284 -0.1341 -0.7535 -0.9049
```
Positions in Å, forces in eV/Å.

**Largest force on an atom**: 1.41 eV Å⁻¹
**Net charge**: +1
**Energy above the lowest of the compared OMol25 structures with the same formula, charge and spin**: 11.4 kcal per mole
**E**: -474.1323 hartree



Formula: C20H21N2O4
Source: the OMol25 dataset
Level of theory: the ωB97M-V functional and the def2-TZVPD basis

XYZ file:
```
47
Properties=species:S:1:pos:R:3:forces:R:3
C -3.7887 -3.8501 -0.0202 -0.1266 0.5257 -0.1489
C -2.3091 -3.5236 -0.0391 0.0089 -1.7952 0.4508
O -2.0890 -2.2425 -0.5698 1.4838 1.4295 -1.0938
C -0.8329 -2.1383 -1.0884 -0.0383 -1.9460 0.4121
C -0.4310 -0.8554 -1.6244 -0.2002 0.8830 0.1029
N 0.8329 -0.6779 -1.9301 5.8697 0.6693 -1.4394
N 1.9545 -0.5006 -2.2042 -5.8631 -0.9301 1.4771
C -1.3366 0.2651 -1.7796 -2.1260 1.0778 -0.2001
O -2.5400 0.1531 -1.5970 1.7100 0.0143 -0.1255
O -0.7737 1.4606 -2.1396 0.9245 -1.6377 0.3881
C -1.7597 2.4645 -2.1632 -1.5164 0.9935 0.0003
C -1.2017 3.8378 -2.4735 0.5480 -0.3352 -0.1492
O -0.0523 -3.0788 -1.0883 -0.0556 0.9292 0.0173
H -4.0215 -4.7095 0.6146 0.2183 0.1154 -0.1143
H -4.3462 -2.9849 0.3446 -0.0513 -0.1045 0.1017
H -4.1434 -4.0509 -1.0344 0.0442 -0.0393 0.1247
H -1.8517 -3.5359 0.9628 -0.2458 -0.1780 -0.1152
H -1.7447 -4.2336 -0.6631 -0.4005 0.0138 0.4572
H -2.5093 2.1524 -2.9042 0.0526 0.3427 0.2524
H -2.2469 2.4397 -1.1782 -0.0678 0.2440 -0.2914
H -1.9552 4.6216 -2.3775 -0.1088 -0.2690 0.0172
H -0.3818 4.0811 -1.7993 0.0584 0.0301 0.0952
H -0.8060 3.8716 -3.4879 -0.0081 0.0398 -0.0409
C 0.6961 0.1626 1.4582 0.5224 -0.0242 -0.1161
C 1.6548 -0.8814 1.4621 -0.0746 0.0959 0.0637
C 1.1764 -2.1920 1.6882 -0.2191 0.0986 -0.0197
C 2.0146 -3.2784 1.6647 -0.1731 -0.3421 0.0419
C 3.3663 -3.1054 1.4231 -0.2092 -0.1131 -0.0207
C 3.8736 -1.8298 1.2374 0.2018 0.4570 -0.1265
C 3.0453 -0.7330 1.2684 0.2323 -0.0144 0.0242
C 0.7881 1.5543 1.2066 0.0070 0.1143 -0.1814
C -0.3719 2.3287 1.4376 -0.0329 -0.2661 0.1105
C -0.3648 3.6941 1.2917 -0.3001 0.1412 0.0554
C 0.7930 4.3424 0.8955 -0.0816 -0.0258 0.1482
C 1.9330 3.6058 0.6160 0.3715 -0.1168 -0.1081
C 1.9346 2.2376 0.7450 0.0033 -0.0102 -0.0521
H -0.2992 -0.1662 1.7090 -0.3460 -0.1122 0.0829
H 0.1254 -2.3374 1.8743 -0.2299 -0.0273 -0.0062
H 1.6148 -4.2688 1.8202 -0.0412 -0.0388 0.0102
H 4.0237 -3.9604 1.3842 0.0625 -0.0752 0.0229
H 4.9294 -1.6959 1.0650 0.1189 0.0579 0.0379
H 3.4853 0.2414 1.1940 0.1275 0.0779 -0.0331
H -1.2736 1.8327 1.7575 -0.1822 -0.1091 0.0724
H -1.2605 4.2615 1.4928 -0.0762 0.0220 0.0138
H 0.8102 5.4179 0.8071 -0.0193 0.0952 -0.0518
H 2.8294 4.1102 0.2924 0.0853 0.0290 -0.0949
H 2.8099 1.6943 0.4490 0.1428 0.0129 -0.0520
```
Positions in Å, forces in eV/Å.

**Largest force on an atom**: 6.12 eV Å⁻¹
**Net charge**: +1
**Energy above the lowest of the compared OMol25 structures with the same formula, charge and spin**: 29.6 kcal per mole
**E**: -1184.8818 hartree



Formula: C4H5NO
Source: the OMol25 dataset
Level of theory: the ωB97M-V functional and the def2-TZVPD basis

XYZ file:
```
11
Properties=species:S:1:pos:R:3:forces:R:3
H -3.1319 -0.7513 -0.1660 0.0868 0.0237 0.0145
N -2.1183 -0.6751 -0.1599 -0.0098 0.3796 0.0924
C -1.7652 0.5018 0.1443 -0.1712 -0.1343 -0.0418
O -0.4811 0.8823 0.2211 0.0031 0.0581 -0.0066
C 0.4353 -0.1663 -0.0750 0.0723 -0.2479 -0.0611
C 1.8317 0.2410 0.0106 0.5554 -0.3492 0.0108
C 3.0315 0.1613 0.0339 -0.4446 0.0179 0.0030
H -2.4127 1.3497 0.3786 0.0365 -0.1114 -0.0283
H 0.2387 -0.5557 -1.0784 -0.0541 0.0296 0.1077
H 0.2897 -0.9891 0.6312 -0.1154 0.0463 -0.1025
H 4.0824 0.0013 0.0597 0.0411 0.2875 0.0119
```
Positions in Å, forces in eV/Å.

**SMILES**: [H]/N=C/OCC#C
**Largest force on an atom**: 0.66 eV Å⁻¹
**Energy above the lowest of the compared OMol25 structures with the same formula, charge and spin**: 59.4 kcal per mole
**E**: -285.3200 hartree



Formula: C25H32BrGdN7O5
Source: the OMol25 dataset
Level of theory: the ωB97M-V functional and the def2-TZVPD basis

XYZ file:
```
71
Properties=species:S:1:pos:R:3:forces:R:3
Gd -0.8727 0.9678 0.7178 -1.2496 0.1642 -0.8436
O -1.6142 -3.8039 -2.9822 0.6180 -0.2403 0.3619
C -1.7922 -2.6292 -3.6473 -0.5963 0.4771 -0.1003
C -2.0564 -2.6834 -5.0043 -0.1659 -0.0460 -0.2575
C -2.3396 -1.5100 -5.7297 0.5359 -2.4739 -0.6363
C -2.4766 -0.3259 -5.0845 -0.4907 0.0820 -0.5916
C -2.4098 -0.3583 -3.7193 0.4645 1.6372 0.4642
C -1.8892 -1.3922 -2.9947 -0.4980 0.0383 -0.0658
C -1.5653 -1.1405 -1.5272 -1.5148 -1.4242 -0.6867
O -1.7530 0.1188 -1.1103 0.0551 0.6527 0.8246
N -0.2180 -1.5685 -1.3378 3.0208 -1.8566 -1.4699
N 0.6631 -0.8128 -0.7199 0.2093 0.1210 1.0871
C 1.9190 -1.0652 -0.8994 -0.4008 -0.8372 -0.7737
C 2.9612 -0.6145 -0.0113 -0.6135 0.3707 -0.5141
Br 2.3066 0.6529 1.2590 0.2005 0.5039 0.2967
C 4.2538 -0.9292 -0.0282 0.6898 -0.1868 -0.4949
C 4.8006 -2.0967 -0.7640 -0.7549 -1.5724 -0.6682
C 6.0213 -2.0802 -1.4615 -0.8763 -1.1143 -0.4394
C 6.4462 -3.1935 -2.2131 -0.3128 0.0081 0.5480
C 5.6759 -4.3612 -2.1806 0.8942 1.2460 0.0807
C 4.4514 -4.4096 -1.5529 -0.4388 -0.2332 -0.2950
C 4.0056 -3.3107 -0.8499 -0.4186 1.5915 1.3042
H -1.5653 -3.6436 -2.0311 -0.1423 -0.1303 -0.1177
H -2.1053 -3.6668 -5.4782 0.1850 0.3647 0.0659
H -2.4821 -1.6822 -6.7936 0.0318 0.5476 0.0622
H -2.6636 0.5774 -5.6331 -0.3854 0.2711 0.0044
H -2.7404 0.5180 -3.1946 0.3885 0.4017 0.3791
H -2.1457 -1.9229 -0.9931 -0.4166 0.5841 0.5366
H 0.2055 -2.3127 -1.9836 -0.9770 1.4936 0.9711
H 2.1885 -1.7029 -1.7709 0.0752 0.3004 0.8058
H 4.9442 -0.2323 0.4328 0.0905 -0.3346 0.4117
H 6.6036 -1.2036 -1.5011 0.6015 1.0116 0.1174
H 7.3666 -3.1519 -2.8187 -0.4966 -0.0155 0.5811
H 6.0612 -5.2603 -2.5760 0.3120 -0.7332 -0.8554
H 3.8828 -5.3247 -1.7639 -0.0780 0.4827 0.8098
H 3.0486 -3.3112 -0.2457 1.1864 -0.2467 -0.9444
N 0.0724 3.0176 -0.6484 -1.5367 -0.0126 0.9444
C -0.8975 3.6841 -1.5082 -1.6683 0.2651 -0.0069
C -2.2041 3.9475 -0.7176 -1.8396 0.4797 -1.0820
N -2.6291 2.8299 0.1539 -1.1547 -1.1709 -0.4123
H 0.4080 3.7162 0.0021 0.1540 -0.0902 0.3093
H 0.8094 2.7695 -1.2200 2.2158 -0.7772 -1.2424
H -1.1698 3.1166 -2.4444 0.6752 0.1829 1.1642
H -0.5186 4.6594 -1.8044 0.0089 0.1017 -0.3466
H -3.0118 4.0777 -1.5063 0.9085 0.1366 0.8069
H -2.2392 4.9032 -0.1441 0.5625 -0.7846 -0.2764
H -3.3487 2.2173 -0.3327 1.2577 0.9739 0.6667
H -3.1220 3.1597 1.0013 0.6639 -0.2036 -0.6518
C -3.9968 -1.6499 2.3875 2.7826 -1.4559 0.4462
C -2.8008 -0.7354 1.8764 -1.9311 -0.4057 0.2597
O -3.0831 0.4969 1.7224 1.1785 -0.8160 -0.0732
O -1.6642 -1.2389 1.6028 -0.2227 0.6402 0.4625
H -4.7685 -1.0245 2.7390 -1.0522 0.6922 -0.0148
H -3.6491 -2.2591 3.3329 -0.4838 0.8756 -2.0358
H -4.3088 -2.3497 1.5561 0.2985 0.7726 1.0824
C -0.3835 4.7028 4.5279 -0.2570 0.9635 0.4335
N -0.3269 3.2296 4.4591 0.6307 2.6846 1.9322
C 0.2992 2.5721 5.4864 -0.3567 -0.6248 -0.9628
C 0.4470 1.2196 5.4131 0.2057 1.7215 1.1531
C -0.1480 0.5558 4.3295 -0.8451 0.2082 -1.6471
N -0.4874 1.3080 3.2310 -0.1441 -1.1799 0.7645
C -0.5789 2.6793 3.2711 0.6285 -1.8830 -1.9780
O -0.7819 3.3358 2.2125 0.0805 -1.0751 1.3885
N -0.3779 -0.7737 4.3546 -0.5358 0.7248 -1.6631
H 0.3990 5.1096 5.2252 -0.6339 -0.5845 -0.8113
H -1.3744 5.0597 4.9269 0.8870 -0.4656 -0.6017
H -0.2200 5.0619 3.4938 -0.1660 0.0584 0.8090
H 0.6468 3.2440 6.2785 -0.1002 -0.6807 -0.1886
H 0.9782 0.7593 6.2066 0.1767 -0.7340 0.4788
H -0.1993 -1.3190 5.1743 0.1663 0.0154 0.1862
H -0.8861 -1.2170 3.5533 0.7143 0.5419 0.7492
```
Positions in Å, forces in eV/Å.

**Largest force on an atom**: 3.84 eV Å⁻¹
**Net charge**: +1
**2S+1**: 8
**E**: -5070.9136 hartree



Please write out number 4 again, unchanged.
Formula: C4H5NO
Source: the OMol25 dataset
Level of theory: the ωB97M-V functional and the def2-TZVPD basis

XYZ file:
```
11
Properties=species:S:1:pos:R:3:forces:R:3
H -3.1319 -0.7513 -0.1660 0.0868 0.0237 0.0145
N -2.1183 -0.6751 -0.1599 -0.0098 0.3796 0.0924
C -1.7652 0.5018 0.1443 -0.1712 -0.1343 -0.0418
O -0.4811 0.8823 0.2211 0.0031 0.0581 -0.0066
C 0.4353 -0.1663 -0.0750 0.0723 -0.2479 -0.0611
C 1.8317 0.2410 0.0106 0.5554 -0.3492 0.0108
C 3.0315 0.1613 0.0339 -0.4446 0.0179 0.0030
H -2.4127 1.3497 0.3786 0.0365 -0.1114 -0.0283
H 0.2387 -0.5557 -1.0784 -0.0541 0.0296 0.1077
H 0.2897 -0.9891 0.6312 -0.1154 0.0463 -0.1025
H 4.0824 0.0013 0.0597 0.0411 0.2875 0.0119
```
Positions in Å, forces in eV/Å.

**SMILES**: [H]/N=C/OCC#C
**Largest force on an atom**: 0.66 eV Å⁻¹
**Energy above the lowest of the compared OMol25 structures with the same formula, charge and spin**: 59.4 kcal per mole
**E**: -285.3200 hartree



- Which formula does entry 4 have?
  C4H5NO